Density functional theory data (wB97M-V/def2-TZVPD) for 12 unconnected molecules or ions with the total composition C69H173N11O23 at a distorted geometry.

Its calculated total energy is -5064.629144 hartree. As for the charge: -1. Its spin multiplicity is 2. Its expectation value of S² is 0.750. As for the frontier orbital gap (spin up / spin down): 0.04939 / 0.31033 hartree. The HOMO energy (spin up / spin down) comes out at 0.60 / -6.51 eV.

Each line ends with the Mulliken charge.
Element x y z (Å)
1 C -10.4196 0.5456 -1.1310  -0.83
2 O -9.5345 -0.2495 -1.9839  -0.28
3 C -8.5571 -0.7605 -1.1217  -0.20
4 C -7.7147 -1.9263 -1.7779  -1.03
5 N -6.6438 -1.5015 -2.6599  -0.03
6 C -6.9385 -0.4778 -3.6691  -0.15
7 C -5.8051 -0.3375 -4.7080  -0.35
8 O -5.5249 -1.5446 -5.3832  -0.18
9 C -6.4982 -1.8708 -6.3846  -0.88
10 H -9.9312 1.1562 -0.3716  0.28
11 H -11.0018 -0.2119 -0.6062  0.40
12 H -11.0804 1.1935 -1.7070  0.27
13 H -8.9737 -1.2428 -0.2374  0.49
14 H -7.8190 -0.0172 -0.8203  0.04
15 H -8.3677 -2.5541 -2.3842  0.33
16 H -7.2680 -2.5565 -1.0089  0.43
17 H -6.0900 -2.2344 -3.0799  0.28
18 H -7.0543 0.5179 -3.2411  -0.15
19 H -7.8058 -0.6235 -4.3130  0.27
20 H -4.9660 -0.1123 -4.0496  -0.16
21 H -5.9375 0.4416 -5.4587  0.48
22 H -6.4527 -1.1281 -7.1812  0.26
23 H -7.5442 -2.0268 -6.1206  0.28
24 H -6.2412 -2.6825 -7.0652  0.38
25 C -0.6658 -5.5390 -0.0399  -0.25
26 O -0.0688 -4.2933 -0.6775  0.67
27 C 0.6454 -4.6921 -1.8355  -0.90
28 C 1.1440 -3.4059 -2.5038  -1.90
29 N 2.0277 -2.5212 -1.7629  1.79
30 C 3.2696 -3.1156 -1.1901  0.56
31 C 4.4152 -2.0897 -1.2048  -1.60
32 O 4.1912 -0.9136 -0.4163  0.68
33 C 5.3335 -0.1431 -0.1929  -1.23
34 H 0.1056 -5.9835 0.5890  -0.21
35 H -1.1452 -6.3007 -0.6548  0.43
36 H -1.4308 -5.2518 0.6815  -0.62
37 H -0.0761 -4.8527 -2.6366  0.90
38 H 1.4990 -5.3438 -1.6492  -0.23
39 H 0.2385 -2.8732 -2.7944  0.44
40 H 1.4419 -3.7206 -3.5039  0.52
41 H 1.5436 -2.1724 -0.9480  -0.67
42 H 3.5866 -3.9661 -1.7936  0.65
43 H 3.0716 -3.5861 -0.2270  -0.73
44 H 4.6566 -1.9812 -2.2621  0.16
45 H 5.2791 -2.6557 -0.8565  0.39
46 H 5.0726 0.8404 0.1980  -0.05
47 H 5.6900 0.2038 -1.1628  0.67
48 H 6.1275 -0.5330 0.4440  0.33
49 C -1.5819 -7.0994 5.5135  -0.92
50 O -1.8508 -5.7192 5.3602  -0.24
51 C -2.3644 -5.3369 4.0848  1.01
52 C -3.8296 -5.9084 3.7302  -1.02
53 N -4.7504 -4.7451 3.3527  -0.19
54 C -4.2931 -4.0646 2.1259  0.33
55 C -5.2947 -2.8000 2.0014  -0.62
56 O -5.2683 -1.7941 2.9753  -0.43
57 C -4.0637 -1.0952 3.1916  -0.05
58 H -2.5376 -7.6235 5.5151  0.29
59 H -0.9954 -7.3326 6.4022  0.27
60 H -1.1481 -7.5224 4.6074  0.28
61 H -1.5131 -5.6539 3.4824  0.20
62 H -2.4597 -4.2513 4.0624  -0.53
63 H -4.1330 -6.4482 4.6273  0.57
64 H -3.8149 -6.6787 2.9592  0.22
65 H -5.7561 -4.6814 3.4199  0.30
66 H -4.2022 -4.6736 1.2264  0.34
67 H -3.3063 -3.6037 2.0822  -0.58
68 H -6.2866 -3.2499 1.9615  0.44
69 H -5.1798 -2.3571 1.0121  0.07
70 H -3.2356 -1.6203 3.6677  -0.06
71 H -4.3825 -0.3449 3.9151  0.36
72 H -3.6582 -0.5371 2.3477  -0.02
73 C -8.5057 5.7908 -2.5692  -0.74
74 O -8.1257 5.3298 -1.2641  -0.43
75 C -8.3101 3.9162 -1.0196  -0.08
76 C -7.8496 3.4333 0.3967  -0.52
77 N -6.6866 4.2709 0.8247  -0.50
78 C -5.4491 3.7865 0.1759  -0.27
79 C -4.1095 4.4782 0.6345  -0.98
80 O -4.0252 5.8501 0.6385  -0.31
81 C -2.8232 6.4284 1.1064  -0.52
82 H -9.5918 5.7098 -2.6125  0.35
83 H -8.0709 5.1217 -3.3117  0.22
84 H -8.1993 6.8027 -2.8343  0.25
85 H -7.8676 3.4513 -1.9005  0.07
86 H -9.3737 3.6786 -1.0406  0.47
87 H -7.5356 2.3895 0.4005  0.17
88 H -8.6469 3.3909 1.1388  0.36
89 H -6.7879 5.2032 0.4495  0.42
90 H -5.5156 3.9470 -0.9002  0.13
91 H -5.3131 2.7231 0.3732  0.41
92 H -3.2665 3.9699 0.1663  0.42
93 H -3.9018 4.2643 1.6829  0.47
94 H -2.4248 5.9807 2.0168  0.30
95 H -2.8713 7.5037 1.2783  0.33
96 H -2.0502 6.2623 0.3561  0.04
97 C 8.6435 3.1945 3.8260  -0.79
98 O 8.7522 2.0002 4.5026  -0.40
99 C 7.5666 1.3253 4.5524  -0.59
100 C 7.7259 -0.2504 4.7789  -0.54
101 N 6.4552 -0.8678 4.4290  0.10
102 C 6.3788 -2.2279 4.9284  -0.18
103 C 6.2311 -2.2767 6.4987  -0.59
104 O 5.0783 -1.4779 6.8390  -0.45
105 C 3.8261 -2.1836 6.8022  -0.28
106 H 8.6663 3.1025 2.7402  0.21
107 H 9.3311 3.9937 4.1027  0.38
108 H 7.6852 3.6479 4.0795  0.35
109 H 6.9239 1.4061 3.6758  0.38
110 H 7.0775 1.8643 5.3638  0.31
111 H 8.2090 -0.4083 5.7431  0.24
112 H 8.4942 -0.5070 4.0495  0.29
113 H 5.6682 -0.3381 4.7755  0.28
114 H 7.2110 -2.8468 4.5930  0.50
115 H 5.4453 -2.6392 4.5442  -0.51
116 H 7.1059 -1.8650 7.0021  0.36
117 H 6.2211 -3.3007 6.8722  0.39
118 H 3.9775 -3.2404 7.0225  0.34
119 H 3.5176 -2.0116 5.7711  0.02
120 H 3.0879 -1.7071 7.4473  0.21
121 C 0.7134 -10.5865 3.2628  -0.52
122 O -0.2019 -11.1970 2.4914  -0.31
123 C 0.1119 -11.1770 1.0773  -0.56
124 C -0.2928 -9.7793 0.4320  -1.20
125 N 0.4615 -8.5678 0.6080  0.64
126 C 1.9488 -8.8032 0.3277  -0.80
127 C 2.9150 -7.6817 0.7201  -0.91
128 O 2.4062 -7.0976 1.9082  -0.24
129 C 2.8005 -5.7160 2.0497  0.48
130 H 0.4866 -10.6701 4.3256  0.30
131 H 0.7781 -9.5091 3.1112  0.04
132 H 1.7003 -10.9998 3.0543  0.29
133 H -0.4927 -11.8518 0.4714  0.35
134 H 1.0891 -11.6329 0.9182  0.36
135 H -1.3171 -9.6113 0.7648  0.22
136 H -0.3918 -9.9712 -0.6364  0.60
137 H 0.4503 -8.1568 1.5305  -0.04
138 H 2.0765 -8.9706 -0.7417  0.25
139 H 2.3677 -9.7216 0.7391  0.43
140 H 3.0214 -6.9903 -0.1158  0.29
141 H 3.9346 -8.0496 0.8350  0.25
142 H 2.0090 -5.2408 2.6293  0.17
143 H 2.6212 -5.0804 1.1825  -0.69
144 H 3.6630 -5.4507 2.6611  0.45
145 C -3.6760 1.5034 -2.0867  -1.44
146 O -2.7050 1.2826 -1.0629  0.25
147 C -2.4508 -0.0752 -0.8019  -0.58
148 C -1.2607 -0.1030 0.1631  -0.48
149 N -1.3323 -1.4005 0.9402  0.62
150 C -0.4220 -1.5716 2.1330  -1.13
151 C 1.1048 -1.1251 1.9713  1.17
152 O 1.8148 -1.6579 3.0827  -0.48
153 C 3.0763 -2.2083 2.7259  0.98
154 H -3.2110 1.1337 -3.0007  0.58
155 H -3.8767 2.5256 -2.4075  -0.03
156 H -4.6352 1.0682 -1.8064  0.47
157 H -2.2531 -0.6375 -1.7145  0.50
158 H -3.3140 -0.5945 -0.3857  0.13
159 H -1.1969 0.6743 0.9245  0.14
160 H -0.3048 -0.0380 -0.3568  0.03
161 H -1.4979 -2.1906 0.3333  0.17
162 H -0.5439 -2.6100 2.4411  0.35
163 H -0.8764 -1.1024 3.0056  0.07
164 H 1.2577 -0.0680 2.1889  -0.21
165 H 1.5104 -1.3195 0.9784  -0.58
166 H 2.8232 -2.8881 1.9124  -0.79
167 H 3.6386 -2.8597 3.3950  -0.17
168 H 3.7318 -1.4248 2.3455  0.23
169 C -4.8742 6.8611 -2.0835  -0.96
170 O -5.3504 5.7951 -2.9102  -0.04
171 C -4.5451 5.4947 -4.0817  0.10
172 C -5.2297 4.5084 -5.0159  -0.71
173 N -4.4374 4.0630 -6.2146  -0.53
174 C -3.2919 3.2076 -5.9216  0.48
175 C -2.6650 2.7219 -7.1890  -0.63
176 O -3.6026 2.0059 -7.8767  -0.08
177 C -3.1527 1.3020 -8.9501  -1.15
178 H -5.2503 6.8765 -1.0605  0.18
179 H -5.1235 7.7904 -2.5956  0.39
180 H -3.8068 6.6881 -1.9458  0.30
181 H -3.5964 5.0417 -3.7937  -0.16
182 H -4.4355 6.4210 -4.6457  0.36
183 H -6.1250 4.8976 -5.5007  0.37
184 H -5.5430 3.5966 -4.5074  0.27
185 H -5.1130 3.4941 -6.7045  0.34
186 H -3.5239 2.3861 -5.2438  0.00
187 H -2.5563 3.7840 -5.3606  -0.04
188 H -1.8504 2.0766 -6.8601  0.25
189 H -2.3406 3.5647 -7.7993  0.40
190 H -3.5117 1.7189 -9.8911  0.29
191 H -3.7060 0.3785 -8.7795  0.24
192 H -2.1436 0.9263 -9.1195  0.36
193 C -0.0811 4.1574 -1.6482  -0.05
194 O 0.8750 4.3756 -2.6327  -0.23
195 C 0.2419 4.5797 -3.8912  0.03
196 C 1.2746 4.9115 -5.0375  -1.28
197 N 2.0043 3.7499 -5.6161  -0.30
198 C 1.3705 2.9770 -6.7104  -0.05
199 C 1.7658 1.5424 -6.4639  -0.97
200 O 1.5581 1.1655 -5.1540  0.46
201 C 1.9900 -0.1861 -4.8462  -1.98
202 H -0.4209 5.1356 -1.3081  0.41
203 H 0.4080 3.6148 -0.8392  -0.56
204 H -0.8980 3.4899 -1.9226  0.20
205 H -0.3814 5.4728 -3.8469  0.33
206 H -0.4118 3.7429 -4.1370  0.28
207 H 2.0901 5.4927 -4.6068  0.37
208 H 0.8921 5.5475 -5.8357  0.46
209 H 2.1803 3.0201 -4.9404  0.21
210 H 1.6606 3.4705 -7.6379  0.40
211 H 0.2925 3.1373 -6.7221  -0.30
212 H 2.8060 1.3501 -6.7270  0.48
213 H 1.2958 0.8611 -7.1732  0.53
214 H 2.9957 -0.3279 -5.2419  0.44
215 H 1.5076 -0.9339 -5.4756  0.53
216 H 1.9774 -0.4077 -3.7791  0.29
217 C 7.0820 7.5992 1.1295  -0.82
218 O 5.8824 6.8792 0.8729  -0.29
219 C 5.4285 6.1739 1.9539  -0.28
220 C 4.2335 5.4811 1.2606  -0.14
221 N 3.7709 4.2278 1.8105  -0.03
222 C 2.6489 3.6719 1.0470  0.67
223 C 1.4957 3.1443 1.9723  -0.81
224 O 0.6319 4.2254 2.3965  -0.11
225 C 1.1053 4.8006 3.6640  -0.87
226 H 6.8849 8.5512 0.6365  0.28
227 H 7.9301 7.0126 0.7765  0.21
228 H 7.2527 7.9731 2.1390  0.36
229 H 5.1455 6.8300 2.7770  0.48
230 H 6.0456 5.3232 2.2429  0.09
231 H 4.5972 5.2177 0.2673  -0.28
232 H 3.4562 6.2437 1.2108  0.22
233 H 3.5706 4.3791 2.7888  0.30
234 H 3.1043 2.8424 0.5059  -0.89
235 H 2.2529 4.4181 0.3583  0.39
236 H 1.9069 2.5436 2.7836  0.67
237 H 0.8872 2.4858 1.3523  -0.10
238 H 0.4041 5.5349 4.0603  0.32
239 H 2.0275 5.3686 3.7862  0.23
240 H 0.9926 4.0086 4.4044  0.36
241 C 2.8024 1.6167 -1.8591  -0.39
242 O 4.0003 2.2835 -1.5776  0.41
243 C 4.6385 2.9666 -2.6328  -0.48
244 C 5.9237 3.5986 -2.0497  0.01
245 N 6.9041 2.5730 -1.5760  -0.42
246 C 8.0043 3.2872 -0.8673  -0.39
247 C 9.2769 2.4547 -1.0129  -0.53
248 O 10.0851 3.2287 -0.0645  -0.29
249 C 11.2440 2.5519 0.3396  -0.97
250 H 2.0322 2.2773 -2.2573  0.07
251 H 2.3477 1.1439 -0.9886  -0.10
252 H 2.8405 0.7270 -2.4876  0.18
253 H 3.8751 3.6941 -2.9086  0.06
254 H 4.9093 2.1857 -3.3434  0.32
255 H 5.6331 4.2432 -1.2201  -0.27
256 H 6.3196 4.1549 -2.8994  0.42
257 H 6.3586 1.9945 -0.9532  0.04
258 H 7.7202 3.3815 0.1807  0.11
259 H 8.2217 4.2665 -1.2937  0.39
260 H 9.6672 2.4855 -2.0302  0.26
261 H 9.3136 1.4343 -0.6316  0.35
262 H 12.1122 2.9910 -0.1519  0.33
263 H 11.4348 1.4886 0.1943  0.39
264 H 11.6325 2.7503 1.3385  0.30
265 C -1.4741 -2.1962 6.7512  -1.47
266 C -0.1608 -2.7585 7.2235  0.47
267 C 0.7383 -3.2170 6.1255  -0.41
268 O 0.5595 -1.9014 8.0937  -0.48
269 H -1.3909 -1.2198 6.2741  0.33
270 H -2.0518 -1.8257 7.5981  0.42
271 H -2.0180 -2.8214 6.0431  0.17
272 H -0.5516 -3.6278 7.7524  0.24
273 H 0.0540 -3.8486 5.5589  -0.01
274 H 1.5470 -3.8240 6.5325  0.30
275 H 0.9858 -2.3816 5.4706  0.05
276 H 0.3958 -2.2664 8.9663  0.36



Density functional theory data (wB97M-V/def2-TZVPD) for 3 unconnected molecules or ions with the total composition C5H16N4 at a distorted geometry.

For the energy above the lowest of the compared OMol25 structures with the same formula, charge and spin, the calculation gives 548.31 kJ/mol. Its calculated total energy is -418.936881 hartree. As for the frontier orbital gap (spin up / spin down): 0.25384 / 0.25388 hartree. The HOMO energy (spin up / spin down) comes out at -6.07 / -6.07 eV.

Each line ends with the Mulliken charge.
Element x y z (Å)
1 C -0.2080 -0.9974 -0.3122  1.23
2 C -0.7104 0.3162 -0.0933  -0.90
3 C 1.4630 2.0597 1.0958  -0.94
4 C -0.1788 -2.0040 0.7995  -1.67
5 C -2.2601 -1.0065 -0.9797  -1.20
6 N 1.4567 0.8204 0.3629  -0.31
7 N 2.0186 1.0313 -0.9445  -0.70
8 N 0.5684 -1.2337 -1.4050  -0.46
9 N -1.3278 0.7635 1.0526  -0.34
10 H -0.6844 1.0085 -0.9232  0.49
11 H 3.0412 1.0350 -0.9099  0.21
12 H 1.7506 1.9447 -1.3339  0.20
13 H 1.2171 -2.0005 -1.2929  0.25
14 H 1.0636 -0.3801 -1.7400  0.47
15 H -1.3876 0.1309 1.8336  0.21
16 H -2.1390 1.3449 0.9211  0.25
17 H 1.0153 1.9087 2.0819  0.28
18 H 0.8913 2.8750 0.5953  0.31
19 H 2.4815 2.4579 1.2703  0.29
20 H -0.1177 -3.0185 0.4013  0.40
21 H -1.0555 -1.9496 1.4441  0.40
22 H 0.7183 -1.8020 1.3910  0.43
23 H -2.6404 -0.1900 -1.5905  0.37
24 H -2.8992 -1.2312 -0.1285  0.31
25 H -2.0769 -1.8831 -1.5957  0.41



Question: The lowest calculated total energy belongs to which entry?
Answer: C69H173N11O23